A molecular structure, C11H14BBeN7S at a distorted geometry. Source: OMol25; level of theory: ωB97M-V with the def2-TZVPD basis set.

CARTESIAN COORDINATES (ANGSTROEM)
H -3.759 -0.208 0.226
N -1.898 -0.017 -0.761
B 0.052 -0.541 -2.392
N -1.450 -0.530 -1.984
C -2.494 -0.999 -2.696
Be -1.047 1.119 0.161
H -2.406 -1.329 -3.723
C -3.635 -0.895 -1.901
H -4.636 -1.153 -2.179
C -3.208 -0.361 -0.683
H 0.254 -0.824 -3.538
C 1.458 0.674 4.659
H 1.534 1.178 5.653
H 1.439 1.601 4.044
H 2.380 0.175 4.337
N 0.858 -1.543 -1.466
N 0.431 0.919 -2.016
N 0.750 -1.415 -0.122
N 0.113 1.499 -0.807
C 1.711 -2.570 -1.711
C 1.141 1.805 -2.727
H 1.931 -2.853 -2.719
H 1.426 1.621 -3.752
C 2.146 -3.077 -0.477
C 1.347 2.929 -1.940
C 1.494 -2.288 0.500
C 0.747 2.684 -0.725
H 2.819 -3.880 -0.286
H 1.860 3.830 -2.226
H 1.539 -2.328 1.573
H 0.731 3.246 0.195
H 0.756 -0.064 4.889
S -0.815 0.504 3.714
C -1.445 1.257 5.046
N -2.126 1.833 5.840

Energy relative to the best compared isomer or geometry (same formula, charge and spin) = 344.7 kJ/mol
E = -33976.0521 eV
Total charge = 0
HOMO-LUMO gap (spin up / spin down) = 5.060 / 4.736 eV
Multiplicity = 1

=====

A molecular structure, C11H14BN7SeV at a distorted geometry. Source: OMol25; level of theory: ωB97M-V with the def2-TZVPD basis set.

CARTESIAN COORDINATES (ANGSTROEM)
H -0.200 2.551 2.388
N 0.161 1.323 0.655
B 0.683 0.532 -1.655
N 0.622 1.640 -0.585
C 0.891 2.967 -0.673
V -0.665 -0.930 0.991
H 1.251 3.396 -1.582
C 0.572 3.526 0.559
H 0.650 4.568 0.837
C 0.116 2.478 1.360
H 0.949 0.949 -2.745
C -2.042 -1.961 1.784
H -2.837 -1.513 2.372
H -1.367 -2.558 2.422
H -2.452 -2.595 0.978
N -0.801 -0.062 -1.656
N 1.768 -0.451 -1.115
N -1.522 -0.380 -0.449
N 1.421 -1.101 0.065
C -1.682 -0.097 -2.662
C 2.987 -0.874 -1.454
H -1.363 0.127 -3.664
H 3.479 -0.438 -2.301
C -2.937 -0.474 -2.196
C 3.415 -1.836 -0.531
C -2.826 -0.621 -0.820
C 2.389 -2.030 0.363
H -3.821 -0.667 -2.775
H 4.370 -2.336 -0.544
H -3.552 -0.881 -0.069
H 2.308 -2.596 1.283
H 0.433 -1.309 -0.107
Se 0.100 1.387 5.148
C -0.175 0.411 3.720
N -0.324 -0.144 2.660

Energy relative to the best compared isomer or geometry (same formula, charge and spin) = 0.0 kJ/mol
E = -113755.0489 eV
Total charge = +2
HOMO-LUMO gap (spin up / spin down) = 5.480 / 5.377 eV
Multiplicity = 2

=====

A molecular structure, C11H14CeCl2N2O8P2 at a distorted geometry. Source: OMol25; level of theory: ωB97M-V with the def2-TZVPD basis set.

CARTESIAN COORDINATES (ANGSTROEM)
Ce -14.887 3.518 4.273
N -15.391 -0.490 6.346
C -15.932 0.120 5.043
C -16.695 -0.821 4.149
P -16.864 1.689 5.437
O -18.193 1.208 6.201
O -15.873 2.531 6.251
O -17.045 2.442 4.132
P -14.443 0.688 3.973
O -13.634 -0.682 3.704
O -13.638 1.518 4.941
O -14.904 1.611 2.895
H -16.137 -0.703 6.992
H -14.685 0.074 6.800
H -14.850 -1.331 6.075
H -17.516 -1.416 4.558
H -16.011 -1.652 3.828
H -17.096 -0.243 3.284
H -18.547 2.011 6.663
H -13.864 -1.119 2.902
Cl -15.439 8.519 4.664
C -14.262 7.809 3.624
C -13.508 8.587 2.786
C -12.486 8.002 2.019
Cl -11.508 8.930 1.031
C -12.151 6.619 2.162
C -11.105 5.956 1.437
C -11.011 4.598 1.513
C -11.922 3.897 2.254
N -12.895 4.455 3.008
C -12.998 5.825 2.952
C -14.040 6.453 3.742
O -14.772 5.550 4.440
H -13.708 9.603 2.620
H -10.454 6.510 0.783
H -10.231 4.180 0.895
H -11.863 2.800 2.243
O -16.053 4.451 2.124
H -16.544 3.936 1.444
H -16.131 5.406 1.917

Energy relative to the best compared isomer or geometry (same formula, charge and spin) = 75.5 kJ/mol
E = -87539.5251 eV
Total charge = +2
HOMO-LUMO gap (spin up / spin down) = 5.288 / 5.731 eV
Multiplicity = 1